41
Properties=species:S:1:pos:R:3:forces:R:3:lowdin_charge:R:1 method="wB97M-V/def2-TZVPD" homo_ev=-3.30 total_charge=-1 e_above_lowest_kcal_mol=26.7 gap_ev=5.743
C 3.259 4.665 1.335 0.5071 0.2467 0.1508 -0.0743
C 1.866 4.270 0.946 -0.0434 -0.8134 0.0321 -0.2907
C 1.561 2.901 0.913 -0.6463 0.1503 0.0843 0.0325
C 0.245 2.510 0.654 -0.4274 0.0662 -0.1644 -0.1914
C -0.703 3.506 0.384 -0.7215 0.1981 -0.6694 -0.1927
C -0.411 4.869 0.313 0.2096 -0.1353 0.2137 -0.0249
C 0.899 5.244 0.639 -0.3575 -0.3868 -0.0166 -0.0651
N -1.884 2.807 0.097 -0.1373 0.7382 -0.4413 0.1320
C -1.611 1.466 0.165 1.7858 0.8948 0.8944 -0.3249
C -2.670 0.480 -0.113 0.1142 -0.4512 0.0044 0.0137
N -0.349 1.244 0.537 -3.5997 2.7855 0.4502 0.0658
H 3.404 5.743 1.176 0.1405 -0.2933 0.0057 0.0690
H 3.460 4.458 2.400 -0.1477 0.0866 -0.3073 0.0819
H 4.020 4.103 0.766 -0.2959 0.2947 0.1124 0.0824
H 2.283 2.119 1.099 0.3285 0.1994 0.0693 0.1137
H -1.177 5.588 0.004 0.3516 -0.1652 0.2293 0.1045
H 1.198 6.293 0.674 -0.1780 -0.2443 -0.1279 0.1013
H -2.729 3.197 -0.325 0.6236 -0.2087 0.3842 0.1624
H -2.327 -0.490 0.248 -0.2541 0.0094 -0.0936 0.0666
H -3.602 0.778 0.383 0.1836 -0.1805 -0.0812 0.0883
H -2.847 0.410 -1.192 -0.0103 -0.0581 0.1253 0.0958
O -0.493 -3.057 -4.676 -0.2653 -0.6341 1.1358 0.0512
C -0.486 -3.462 -3.584 0.8973 0.9469 -0.3899 -0.2089
Co -0.510 -4.095 -1.954 -0.0349 0.2101 0.8511 -0.0008
C -2.225 -3.975 -1.602 -1.7475 0.4790 0.3819 -0.2160
O -3.375 -3.907 -1.461 0.9668 -0.1658 -0.2380 0.0569
C -0.154 -5.782 -2.325 0.7782 -0.9202 -0.3476 -0.2160
O 0.043 -6.873 -2.660 -0.2940 0.6529 0.2343 0.0597
C 0.789 -2.771 -1.013 0.3515 0.2382 -2.8407 -0.2204
C 0.618 -1.751 -0.085 1.3157 3.5518 -1.7442 -0.3460
C 0.795 -0.387 0.085 2.5612 -4.3755 -0.8773 -0.0785
Co 0.269 -3.410 0.609 -1.3470 -3.9009 2.3914 0.0161
C -1.410 -3.078 1.008 -3.1428 0.3890 1.3578 -0.1685
O -2.498 -2.878 1.375 1.9519 -0.1476 -0.7380 0.0847
C 1.154 -3.183 2.145 1.1974 -0.1337 0.3663 -0.1319
O 1.757 -2.997 3.117 -0.9688 -0.0917 -1.0827 0.0841
C 0.055 -5.314 0.589 0.8797 -0.3976 0.3662 -0.1113
O -0.040 -6.452 0.776 -0.1104 1.7598 -0.3621 0.0861
H 1.711 -2.965 -1.596 -0.3872 0.6910 0.5315 0.0595
H 1.301 -0.035 0.999 -0.6882 -0.2129 -0.5914 0.0632
H 0.813 0.212 -0.850 0.6610 -0.6716 0.7412 0.0909

38
Properties=species:S:1:pos:R:3:forces:R:3:lowdin_charge:R:1 method="wB97M-V/def2-TZVPD" s_squared=6.03 spin_multiplicity=5 homo_ev="-6.65 / -7.78" total_charge=0 gap_ev="6.344 / 6.250"
Os 0.047 0.487 -1.060 0.2116 -0.3843 -0.6473 1.3471
Se -0.768 -2.744 -0.580 -0.0544 -0.0292 -0.0145 0.6337
Se 0.686 -1.815 -2.949 0.0109 0.1741 -0.0442 0.6199
C 2.324 -1.259 -2.178 0.0552 -0.0608 -0.1016 -0.7440
C 3.511 -1.985 -2.261 0.0224 0.0290 -0.0238 -0.0947
C 4.649 -1.462 -1.679 0.0177 -0.0244 -0.0083 -0.0575
C 4.591 -0.236 -1.023 -0.0257 -0.0018 -0.0444 -0.0531
C 3.375 0.413 -0.966 0.0140 -0.0041 -0.0521 -0.1289
N 2.280 -0.091 -1.535 -0.0627 -0.0194 0.2751 -0.1221
C -2.166 -1.599 -1.087 -0.1524 0.2436 -0.0721 -0.7639
C -3.476 -2.064 -1.256 0.0700 -0.1152 0.0362 -0.1037
C -4.473 -1.206 -1.653 -0.0627 -0.0199 -0.0047 -0.0537
C -4.174 0.133 -1.901 -0.0395 0.0357 -0.0048 -0.0562
C -2.881 0.548 -1.722 0.0667 -0.1017 0.1061 -0.1243
N -1.905 -0.290 -1.313 0.0518 0.0129 0.0281 -0.1899
H 3.521 -2.936 -2.774 -0.0006 0.0066 0.0030 0.1028
H 5.583 -2.009 -1.730 -0.0066 0.0059 -0.0014 0.1109
H 5.464 0.202 -0.562 0.0015 -0.0082 -0.0004 0.1060
H 3.253 1.363 -0.460 -0.0289 -0.0203 0.0270 0.1128
H -3.672 -3.112 -1.084 -0.0121 0.0048 -0.0037 0.1004
H -5.482 -1.575 -1.786 0.0084 0.0138 0.0020 0.1135
H -4.925 0.838 -2.224 -0.0040 -0.0096 -0.0007 0.1094
H -2.579 1.574 -1.890 -0.0009 0.0102 -0.0189 0.1095
C 0.307 0.328 0.648 0.0898 0.0878 1.2837 -0.2519
C -0.054 0.496 2.048 0.0168 -0.0805 -0.6806 -0.3153
C -0.853 -0.446 2.696 -0.0852 -0.1091 0.2178 -0.0506
C -1.140 -0.290 4.045 0.0209 -0.0078 -0.1316 -0.0778
C -0.638 0.800 4.745 -0.0137 -0.0166 0.0125 -0.0875
C 0.156 1.737 4.097 0.0325 0.0021 -0.1062 -0.0802
C 0.456 1.585 2.753 0.0068 0.1911 0.2137 -0.0509
H -1.230 -1.296 2.141 0.0099 0.0093 0.0016 0.0797
H -1.758 -1.022 4.548 0.0013 0.0070 0.0083 0.1037
H -0.864 0.918 5.797 -0.0034 -0.0047 -0.0066 0.1013
H 0.545 2.590 4.639 -0.0025 -0.0072 0.0102 0.1039
H 1.077 2.311 2.241 -0.0055 -0.0157 -0.0012 0.1128
S 0.367 5.165 -1.563 0.0368 -0.2238 -0.0120 0.5768
C 0.408 3.567 -1.573 0.0065 0.2505 0.0451 -0.9653
N 0.437 2.384 -1.588 -0.1906 0.1798 -0.2892 -0.1731

52
Properties=species:S:1:pos:R:3:forces:R:3:lowdin_charge:R:1 method="wB97M-V/def2-TZVPD" homo_ev=-14.24 total_charge=+2 gap_ev=5.406
Re 0.688 0.337 -0.872 0.0813 0.4552 -0.0542 0.8882
B 3.215 -0.987 -0.202 0.1314 -0.0194 0.1291 -0.3769
N 2.125 -1.686 0.661 0.0238 0.2097 -0.2694 -0.0534
C 2.081 -2.694 1.513 -0.0347 -0.0665 0.1297 0.0016
C 0.747 -2.932 1.865 0.1411 -0.0916 0.0615 0.0025
C 0.019 -2.015 1.150 -0.0016 0.2299 -0.0966 -0.0957
N 0.868 -1.248 0.422 0.2529 -0.3654 0.2323 -0.1868
N 3.326 0.495 0.244 -0.3008 -0.1227 -0.2740 -0.0534
C 4.308 1.233 0.718 0.1372 0.0360 0.1139 0.0026
C 3.875 2.562 0.818 0.1567 0.0115 0.0399 0.0119
C 2.584 2.552 0.369 -0.2178 -0.1977 -0.0967 -0.1175
N 2.235 1.287 0.012 0.0980 0.0647 0.3467 -0.2084
H 2.713 -0.944 -1.358 -0.0928 0.0549 0.1531 0.0779
H 4.265 -1.542 -0.112 -0.0675 0.0016 -0.2216 0.0983
H 2.984 -3.196 1.816 0.0584 -0.0224 0.0429 0.1498
H 0.380 -3.675 2.548 -0.0304 -0.0536 0.0284 0.1203
H -1.043 -1.844 1.109 -0.0473 0.0045 0.0206 0.1234
H 5.265 0.792 0.940 0.0393 -0.0114 0.0530 0.1506
H 4.445 3.406 1.160 0.0430 0.0499 -0.0034 0.1221
H 1.892 3.363 0.241 -0.0397 0.0289 0.0594 0.0838
S -0.779 2.339 -5.507 0.0571 0.2107 -0.0085 0.1180
As -1.099 2.361 -3.378 -0.1511 0.0506 0.0869 0.3801
S 0.959 1.279 -2.808 0.4779 -0.4255 -0.3849 0.2011
S -1.009 1.388 -0.068 -0.6285 0.1042 0.2803 0.2263
S -0.011 3.978 -4.371 -0.1187 -0.0165 -0.2524 0.0943
N -4.993 -1.277 -3.878 0.0475 0.0389 -0.0570 0.2163
C -3.845 -0.589 -3.784 -0.1179 -0.2158 0.0450 -0.5015
O -3.693 0.572 -4.120 0.0264 0.1114 0.1044 0.0327
C -2.639 -1.315 -3.236 -0.0428 0.0731 -0.2025 -0.1009
C -2.035 -2.391 -3.867 -0.0630 -0.1034 0.0333 0.0482
C -0.790 -2.817 -3.422 0.0146 0.0447 0.0812 0.0095
C -0.171 -2.117 -2.409 -0.0871 -0.0657 0.0674 -0.1049
N -0.748 -1.055 -1.811 0.0378 -0.0534 -0.0421 -0.1476
C -1.974 -0.697 -2.198 0.0061 0.1026 0.1063 -0.1480
H -5.804 -0.816 -4.266 0.0464 -0.0409 0.0172 0.1373
H -5.089 -2.218 -3.534 0.0071 0.0732 -0.0321 0.1251
H -2.515 -2.880 -4.704 -0.0143 -0.0171 -0.0311 0.1417
H -0.283 -3.652 -3.880 0.0075 -0.0315 -0.0173 0.1310
H 0.819 -2.383 -2.064 0.0252 -0.0094 -0.0219 0.1138
H -2.433 0.137 -1.680 0.0249 0.0095 -0.1103 0.0587
F -0.772 0.413 6.824 -0.0311 0.0564 -0.1689 0.1785
C -0.761 0.962 5.625 0.0148 -0.0376 0.0828 -0.1125
C 0.209 0.588 4.704 0.0134 0.0110 -0.0622 -0.1323
F 1.119 -0.327 5.024 -0.0730 0.0701 -0.0421 0.1447
C 0.226 1.180 3.455 0.2022 -0.0707 0.0712 -0.2315
F 1.192 0.805 2.601 -0.1393 0.0594 0.0087 0.0678
C -0.712 2.135 3.087 -0.1987 -0.0812 0.0182 -0.4297
Se -0.730 3.046 1.419 0.3196 0.1011 -0.0092 0.8367
C -1.674 2.499 4.027 -0.1004 -0.1515 0.1370 -0.2454
F -2.585 3.417 3.737 0.0084 -0.0248 -0.0645 0.1094
C -1.711 1.916 5.285 0.0598 -0.0041 -0.0012 -0.1276
F -2.642 2.257 6.155 0.0387 0.0361 -0.0262 0.1696

39
Properties=species:S:1:pos:R:3:forces:R:3:lowdin_charge:R:1 method="wB97M-V/def2-TZVPD" s_squared=6.03 spin_multiplicity=5 homo_ev="-13.98 / -15.60" total_charge=+2 e_above_lowest_kcal_mol=16.7 gap_ev="6.653 / 3.772"
Cl -2.341 3.738 -4.310 0.0089 -0.0195 -0.0076 0.0825
C -0.812 -1.804 -3.346 -0.0576 -0.1255 -0.0963 -0.1133
C 0.591 -1.984 -3.180 -0.0299 -0.0624 -0.1372 -0.1339
C 1.247 -1.015 -3.973 0.2370 -0.2823 -0.2526 -0.0858
H 1.065 -2.733 -2.571 0.1085 -0.1361 -0.1114 0.1056
C 0.266 -0.239 -4.649 0.0639 0.4302 -0.0221 -0.3125
C -1.006 -0.725 -4.239 -0.1928 -0.2695 -0.2648 -0.0851
H -1.956 -0.343 -4.574 -0.0878 0.0167 -0.0582 0.1333
H -1.586 -2.394 -2.886 -0.1148 -0.0738 0.0079 0.1213
H 2.312 -0.889 -4.067 0.1011 -0.0142 -0.0466 0.1330
C 0.522 0.859 -5.617 0.0269 0.1062 -0.1261 -0.0175
Pd 0.027 0.102 -2.281 -0.0814 -0.3585 -1.7728 0.7772
C 1.568 0.997 -1.424 5.4281 2.9863 1.3884 -0.0809
O 2.505 1.484 -0.944 -3.4509 -1.7808 -1.4691 0.1718
C -1.397 1.368 -1.752 -4.5734 3.9171 0.4143 -0.1079
O -2.262 2.087 -1.468 3.0734 -2.5415 -0.7864 0.1281
H 1.462 1.365 -5.406 0.0681 -0.0127 0.0004 0.0934
H -0.275 1.598 -5.604 -0.0737 0.0046 0.0081 0.0623
H 0.585 0.465 -6.633 -0.0056 -0.0625 0.0174 0.1083
N -0.070 1.514 8.478 0.0085 -0.3468 -1.2189 0.2339
C -0.075 1.196 7.363 -0.0682 0.3462 0.9074 -0.1270
C -0.089 0.790 5.983 -0.1532 -0.0316 -0.0917 -0.1725
C -1.111 1.213 5.121 0.0440 -0.2355 -0.9277 0.0363
C -1.118 0.805 3.776 0.1240 0.0122 0.4189 0.0340
C -0.120 -0.064 3.298 0.1180 0.5170 0.8287 -0.1431
C 0.896 -0.481 4.179 0.0021 0.0746 0.1219 0.0270
C 0.921 -0.049 5.503 -0.0644 -0.3115 -0.7616 0.0307
N -0.103 -0.529 1.932 0.2992 -1.4693 1.4964 0.0515
C 0.331 -1.736 1.522 0.4633 -0.2816 2.2582 0.0706
C 0.312 -1.765 0.149 -0.0714 0.8068 -0.9561 0.0166
N -0.138 -0.581 -0.307 -0.7660 -0.9064 3.2442 -0.0434
C -0.397 0.158 0.807 0.1557 0.0666 -1.9223 0.0080
H -1.903 1.857 5.488 0.1005 -0.0724 -0.0521 0.1421
H -1.916 1.135 3.124 -0.0685 0.0312 0.0349 0.1253
H 1.694 -1.123 3.831 0.0662 0.0135 -0.0333 0.1245
H 1.725 -0.366 6.155 -0.0531 0.0134 -0.0256 0.1433
H 0.673 -2.529 2.173 -0.2455 0.2029 0.2200 0.1679
H 0.663 -2.582 -0.453 -0.2428 -0.0541 -0.3020 0.1326
H -0.691 1.200 0.801 -0.0962 -0.0971 0.0751 0.1618

45
Properties=species:S:1:pos:R:3:forces:R:3:lowdin_charge:R:1 method="wB97M-V/def2-TZVPD" homo_ev=-9.13 total_charge=0 gap_ev=8.034
O -0.983 -4.566 4.904 0.2531 0.2814 0.6766 0.1596
O -1.809 -5.361 0.874 -0.8393 0.7411 -0.6323 0.0766
O 0.520 -1.797 3.478 0.5563 -0.9525 0.1840 0.0310
O 0.115 6.649 -1.276 1.6659 -3.9178 -0.5068 -0.3252
O 1.802 5.340 -2.688 -2.0085 0.0295 2.2599 -0.3188
N -0.157 4.023 -1.689 2.1217 -3.0997 1.7691 0.0274
O 0.226 -2.824 5.823 -0.1053 0.0322 -1.0247 0.0968
O -2.817 -4.943 -1.094 0.7621 1.3794 0.6914 0.1111
O 0.058 1.725 -0.797 0.8000 2.4865 0.2284 -0.0233
O -1.065 -0.537 -3.372 -0.3184 1.9030 0.8687 -0.0918
S -0.618 -0.887 0.719 0.1083 -1.6256 -0.6726 1.1534
C -0.326 -3.574 4.827 0.8193 0.8953 -0.4269 -0.4118
C -2.046 -4.551 -0.026 0.4511 -3.3217 0.9439 -0.4630
C -0.057 -2.891 3.460 -0.7370 3.5022 -0.7867 -0.3273
C 0.454 3.055 -0.965 -3.4481 -0.1004 -0.2763 -0.2478
C -1.440 -3.279 -0.063 0.8925 3.6450 -0.7294 -0.0868
C -0.907 -2.564 1.091 -0.8514 -1.8424 -1.3411 -0.3635
C -1.399 -2.466 -1.337 0.6229 1.6017 2.9055 -0.1380
C -0.990 -1.202 -0.982 0.5095 -0.6139 -1.2097 -0.3843
C 3.221 3.559 1.775 -2.5877 -3.5671 0.7698 -0.0663
C 3.458 4.830 1.574 -0.4080 4.3933 -1.2952 -0.0998
C 2.143 2.854 1.139 -0.1241 -0.7276 -2.3536 0.0648
C 2.672 5.494 0.675 -0.8927 1.3509 -3.5367 -0.0300
C 1.462 3.436 0.011 2.6644 2.0440 2.6430 -0.1187
C 1.759 4.808 -0.125 0.0507 -0.6119 0.3293 -0.2201
N -0.777 -3.224 2.359 -0.3915 0.2836 -0.6559 0.1238
C -0.895 -1.879 -3.803 -1.3696 0.5724 0.9151 -0.1706
C -1.618 -2.790 -2.800 0.1092 -2.7388 0.0004 -0.1088
C -1.032 1.170 -1.488 -1.5353 -0.0936 -1.4490 -0.1542
C -0.590 -0.165 -2.049 -1.2980 -2.2311 0.5838 -0.2580
S 0.858 5.364 -1.537 0.3870 3.9376 -2.0866 0.7456
H 0.668 -1.982 5.439 -0.9957 -1.9076 0.1383 0.1517
H -3.058 -5.839 -0.864 -0.2431 -0.6609 0.0397 0.1170
H 3.682 3.239 2.654 0.7132 -1.7681 1.0073 0.0982
H 4.083 5.559 2.060 0.8374 -0.8879 0.7480 0.1257
H 1.876 1.791 1.262 0.6038 0.5945 0.7097 0.1183
H 2.910 6.523 0.344 -0.3942 -0.5006 0.6822 0.1406
H -1.463 -3.938 2.466 -0.1627 -1.1964 0.0150 0.1223
H 0.156 -2.137 -3.914 0.2286 -0.0522 0.1565 0.1240
H -1.384 -1.916 -4.803 0.3925 -0.0714 0.7446 0.1402
H -1.126 -3.793 -2.953 -0.7518 0.5852 0.1159 0.1329
H -2.715 -2.969 -2.977 1.0926 0.4874 -0.1009 0.1374
H -2.002 1.045 -0.937 1.2914 0.3109 0.3722 0.1574
H -1.309 1.784 -2.289 -0.2198 1.2107 -1.3982 0.1124
H 0.458 -0.177 -2.106 1.7488 0.2213 -0.0157 0.1401

So what do the calculations give for M? Going down the list: 471.2, 651.5, 904.5, 446.2, 466.4 g mol⁻¹.